1.
# C28H73N3O12

A cluster of 7 separate species, C28H73N3O12 in total in a non-equilibrium geometry (wB97M-V/def2-TZVPD, the OMol25 dataset).

Values from the calculation:
Gap between HOMO and LUMO (alpha / beta) ... 1.8 / 8.7 eV
Highest occupied orbital energy (alpha / beta) ... 0.598 / -6.318 eV

The geometry in ORCA input format:
```
! RIJCOSX wB97M-V def2-TZVPD def2/J DEFGRID3
* xyz -1 2
O 2.29 -2.63 4.73
H 0.28 3.93 2.61
H -4.16 -3.13 3.08
H -0.25 4.13 -3.99
H 0.96 -0.92 -7.17
H 3.71 0.25 0.57
C 3.31 -5.32 -0.59
C 1.54 -1.76 5.56
H 3.78 -1.27 2.82
H -2.93 2.51 -2.44
C -0.57 -3.20 -6.22
H -3.68 4.84 3.49
C -1.02 3.37 -3.82
N -3.60 1.14 0.19
H 4.90 -0.23 -0.54
C -1.09 2.97 -2.38
O -4.64 3.49 -1.47
C 1.10 -1.16 -6.12
C -0.48 4.60 0.97
O -2.30 3.91 -4.28
H -5.67 3.10 -3.20
H 1.66 -4.33 -0.51
H -1.19 -2.05 0.43
H 0.01 -0.65 -2.76
H 2.09 -1.42 6.43
C -5.39 2.68 -0.63
H -4.93 4.73 -3.12
H 0.47 -0.51 -5.51
O -2.16 2.05 -2.09
O 5.64 0.23 1.30
H -4.79 -1.97 4.27
H 1.27 0.20 2.94
H 1.53 -0.78 5.09
H 2.34 -3.38 1.49
H -3.41 3.23 4.20
C -1.87 4.79 1.68
H -6.22 3.31 -0.30
C 1.84 4.20 1.32
C -5.43 3.94 -2.55
H 1.54 0.25 1.11
C -2.91 0.48 1.28
C 4.62 -0.35 0.51
H 3.27 -7.47 -0.28
C -3.44 3.80 3.26
H 3.52 -3.68 2.71
H 3.50 -5.34 -1.66
H -0.58 3.67 0.41
H -2.27 3.93 -5.24
H -5.87 1.84 -1.15
H 2.17 -0.99 -5.98
C 3.90 -6.64 0.05
O -2.15 3.76 2.67
H -1.46 -2.81 -5.73
H 5.14 -2.23 1.09
C -0.02 -2.27 -1.32
C 1.71 -2.86 3.45
O 1.23 -2.80 -1.74
H -0.81 2.50 -4.44
H -0.81 -3.06 -7.28
H -0.56 -4.29 -6.18
O 4.12 -6.55 1.44
H 1.99 4.80 0.42
H -0.18 -3.54 0.35
H -4.60 -0.86 1.67
H 0.54 -2.08 5.86
H -3.19 -2.80 4.39
H 5.03 2.23 1.72
C -0.21 -2.46 0.20
H 1.49 -3.28 -6.45
H -2.23 -0.22 0.79
O 1.58 2.04 2.24
H -4.30 3.34 2.79
H -0.87 -2.72 -1.85
H 4.78 -5.86 1.56
H -6.34 4.47 -2.28
H 1.22 -3.98 -4.50
H 2.66 2.27 0.47
C -3.90 -2.30 3.73
H 0.97 2.40 0.27
H 1.25 -2.71 -2.70
H 6.73 1.90 1.47
H 0.48 -1.89 0.82
N 0.61 4.62 1.96
C 4.19 -1.74 0.89
H 0.02 0.87 1.84
C 0.08 -0.79 -1.68
C -4.59 2.15 0.57
H 2.69 4.47 1.95
H 3.83 -4.45 -0.19
O -3.07 -1.33 3.06
H 4.89 -6.76 -0.41
H 3.71 -2.17 0.00
H -1.23 3.88 -1.79
O 1.11 -3.03 -4.47
H -0.76 -0.22 -1.29
H -4.01 3.01 0.89
C 0.81 -2.70 -5.81
C 1.08 0.71 1.99
H 5.71 2.04 0.08
O 1.94 -5.21 -0.23
H 1.01 -2.08 3.18
C 2.79 -2.94 2.38
C 1.77 2.68 0.95
H -1.93 5.79 2.12
H 1.17 -3.81 3.50
H -2.91 1.43 -0.48
H -2.56 4.70 0.84
H -4.29 0.28 2.98
N 3.28 -1.65 2.04
H 0.95 -0.33 -1.21
C 5.73 1.67 1.11
H -2.35 1.06 2.00
H -0.16 5.39 0.28
C -3.81 -0.37 2.25
H -5.25 1.76 1.34
H -0.15 2.55 -2.02
*
```



2.
# C28H73N3O19P

A cluster of 9 separate species, C28H73N3O19P in total in a non-equilibrium geometry (wB97M-V/def2-TZVPD, the OMol25 dataset).

Values from the calculation:
Gap between HOMO and LUMO (alpha / beta) ... 8.3 / 8.6 eV
Highest occupied orbital energy (alpha / beta) ... -8.392 / -8.787 eV

The geometry in ORCA input format:
```
! RIJCOSX wB97M-V def2-TZVPD def2/J DEFGRID3
* xyz 0 2
C -1.98 1.12 -0.01
H 4.12 2.19 6.04
N -4.38 -2.76 -1.50
H 3.64 -2.65 -5.13
H -0.70 1.48 -4.43
H 7.03 -1.81 -6.14
H -1.21 -1.68 -1.24
C -1.32 4.98 -1.62
C 0.49 -0.31 -4.25
H -1.72 -0.72 5.04
C 0.80 4.70 5.97
O 5.96 1.37 3.34
C -6.31 -1.18 -1.92
H -2.80 -4.33 -3.01
C -5.89 -2.14 0.31
H -3.56 -0.98 0.16
H 3.91 2.75 4.36
H -3.00 1.84 1.72
H 5.22 0.81 3.08
O 0.85 3.28 6.07
C -0.66 -0.61 5.28
H 3.27 -3.10 -2.32
H -2.19 -0.70 -3.18
H 0.82 1.51 -5.34
H -0.12 -1.50 4.93
O -0.20 0.55 4.60
H -6.51 -1.36 0.77
H -2.41 2.56 -2.94
C 5.75 1.70 4.71
H -5.97 -0.80 -2.89
H 2.17 -4.62 -3.97
O -4.43 1.27 -4.08
H -2.19 -2.58 -0.11
O -0.64 0.44 -6.23
H -0.88 4.30 -2.36
H -2.40 4.84 -1.61
C -0.01 0.88 -5.03
H 2.51 -4.62 2.53
C -0.48 -0.44 6.78
H -1.38 7.09 -1.22
H -0.89 -0.19 1.27
C -2.93 2.08 0.66
H 3.98 -4.41 4.92
H 1.79 5.00 3.52
C 3.51 -2.58 3.89
C 2.67 -3.95 -1.97
N -2.11 0.62 -1.18
C 2.11 5.23 5.44
H -6.90 -0.42 -1.42
H -1.32 -3.48 -1.35
H -0.02 4.98 5.29
C -0.96 6.41 -1.96
N -5.65 2.12 -1.97
O -0.82 4.64 -0.34
C -4.26 -0.50 -0.52
H 0.59 5.10 6.96
H 1.32 2.97 5.29
C -0.76 0.79 0.80
H 1.02 -1.09 -5.93
H 6.34 2.58 4.94
H 4.64 -4.31 3.26
H 2.93 4.94 6.10
O 6.73 -1.35 -5.35
H 1.02 0.01 -3.35
H 1.29 -2.55 -3.73
P -4.30 1.60 -2.50
C -5.21 -1.63 -0.97
H -0.86 -1.31 7.31
O -3.22 2.80 -2.46
H -0.35 -0.94 -3.95
H -5.13 -2.50 1.00
H 0.59 -0.32 7.00
O 3.52 0.77 4.63
C 4.73 -2.69 -5.16
H 5.05 -3.35 -5.97
H -3.44 -3.08 -4.15
O 1.39 -1.08 -5.04
C -3.46 0.16 -1.65
H 0.76 0.57 4.69
C -3.14 -0.94 -2.69
H 0.85 6.12 -2.65
H -5.98 1.57 -1.19
O 0.78 -3.24 -3.28
C -3.06 -2.36 -2.11
H 3.29 -2.25 2.87
H 4.38 -2.04 4.26
H -1.76 -3.06 -3.63
H 3.72 0.07 5.26
O 0.46 6.59 -1.91
H 0.05 5.06 -0.26
H 2.09 6.32 5.36
H -1.34 6.68 -2.95
H 6.08 -2.98 -3.77
C 4.28 1.93 4.98
C 5.31 -1.30 -5.38
H -2.44 3.06 0.60
H 1.21 -3.09 -1.06
H 1.05 -5.17 -2.70
H 4.96 -0.88 -6.33
H -3.56 1.22 -4.50
H -3.94 2.10 0.25
H 0.13 0.82 0.16
O 5.15 -3.22 -3.92
H 6.11 0.87 5.33
C -1.86 -2.55 -1.15
H -6.49 -3.01 0.06
H 1.76 -2.93 4.58
C 1.67 -4.34 -3.04
C -2.79 -3.29 -3.30
O 2.41 -2.23 4.72
O -5.08 -3.58 -2.20
O 2.62 -4.79 3.47
O 2.41 4.65 4.17
C 3.78 -4.07 3.90
H -3.90 -0.98 -3.47
H 5.01 -0.64 -4.56
H -1.04 1.39 6.58
H 3.34 -4.78 -1.74
O 1.99 -3.58 -0.77
H -6.99 -2.02 -2.11
H -0.63 1.56 1.56
O -1.17 0.70 7.25
H -1.47 0.00 -6.00
H -4.83 0.20 0.09
*
```



3.
# C28H75AsF6N5O8

A structure of composition C28H75AsF6N5O8 in a non-equilibrium geometry (wB97M-V/def2-TZVPD, the OMol25 dataset).

Values from the calculation:
Gap between HOMO and LUMO ... 7.7 eV
Highest occupied orbital energy ... -5.326 eV

The geometry in ORCA input format:
```
! RIJCOSX wB97M-V def2-TZVPD def2/J DEFGRID3
* xyz -1 1
C -3.11 -2.29 1.00
H 5.62 -1.45 1.80
H -2.79 -1.68 1.84
H -4.14 -3.05 -1.08
C 2.24 -0.54 -5.07
C 4.33 -1.22 3.52
C 0.57 3.93 -0.35
C 1.55 3.19 -4.72
C -2.48 -1.01 -3.58
H 3.24 0.59 3.93
H -3.39 -2.66 -3.07
C -0.46 2.41 6.00
O -4.42 -1.91 0.58
H 0.97 4.16 -1.33
H 4.25 -0.19 -5.78
H 4.17 -0.44 1.50
H 1.72 3.45 -3.68
H -0.12 3.57 8.22
C -0.61 2.30 4.48
C 0.33 0.05 -6.65
O 2.56 0.96 -3.24
C -4.98 -2.70 -0.46
H -1.01 2.17 -4.20
H 1.70 -1.31 -3.15
H -5.09 -0.26 -1.00
H -1.86 1.45 3.01
H -4.67 -0.94 -2.48
H 1.35 2.25 4.00
H -2.42 -0.38 -2.69
H -3.14 -3.38 1.12
C 1.66 -0.69 -6.48
H 4.14 0.78 6.93
H -1.77 0.56 4.54
O 3.42 -4.25 1.56
C 1.55 -1.61 -4.19
H 1.12 4.57 0.34
H -3.65 1.28 -1.18
H 2.58 1.34 6.18
H 1.34 -1.74 -6.54
H -2.13 3.58 1.35
H 2.33 -0.34 -7.26
H -0.38 0.51 -3.75
H 1.73 0.75 -2.79
C 3.15 0.49 6.58
H -1.53 -1.54 -3.64
H 3.35 -2.71 2.53
C -0.92 4.06 -0.12
H -5.50 -3.61 -0.13
H -0.04 1.51 6.47
C 0.50 1.50 -6.31
H -0.40 -4.75 4.69
H -1.37 2.11 -1.08
H -6.71 -1.45 -0.47
H 4.10 -4.90 1.37
C 3.93 -0.07 4.46
H -1.45 2.59 6.43
H 1.45 -3.97 1.05
O -3.09 3.31 -0.84
As 0.60 -0.40 0.31
H 3.86 -1.92 -5.56
H -1.25 5.09 -0.23
O 0.51 3.41 6.28
H 0.17 1.92 -2.88
N 3.11 -2.00 3.23
H 0.56 -5.06 3.23
F -0.30 -1.54 1.33
H -4.92 2.49 -1.45
H -7.53 -2.12 -2.73
H 2.54 0.09 7.39
C -3.85 2.31 -1.48
F 1.67 -1.65 -0.32
H 2.00 -5.64 1.13
H 2.42 -4.72 -0.28
H 2.45 -1.45 2.66
H 4.82 0.53 4.69
H -1.47 3.52 -2.04
H 5.01 -1.86 4.08
C 0.41 -4.36 4.06
C 0.99 1.77 -4.86
H -0.65 2.80 1.26
C -1.70 3.15 -1.03
H 5.50 0.21 2.35
C -6.75 -2.72 -2.26
H 0.83 2.90 -0.10
H 1.97 -2.61 -4.32
H 1.46 2.76 8.01
H -0.02 -3.47 3.60
H 0.91 3.95 -5.17
H 4.19 -0.83 -4.16
F -0.52 -0.62 -1.04
H -0.48 -0.38 -6.05
N 0.55 1.63 3.93
C 3.74 -0.92 -5.15
O 1.57 -4.09 4.81
H -0.45 2.04 -6.33
H -2.38 -2.05 0.22
H -7.14 -3.67 -1.89
H -2.51 -0.32 -4.43
H -0.01 -0.09 -7.68
C 0.81 3.57 7.65
H 0.48 -1.63 -4.36
H 2.46 3.21 -5.32
H -3.56 2.32 -2.54
F 1.70 -0.20 1.66
H -0.66 3.33 4.12
H 1.27 1.93 -6.95
H 1.94 -4.93 5.08
H 1.32 4.52 7.78
H 0.39 1.39 2.95
O 3.33 -0.54 5.63
C 2.28 -4.63 0.80
C -1.88 1.55 4.09
C 4.93 -0.72 2.22
H -2.76 2.07 4.46
H -6.10 -3.07 -3.07
N -1.12 3.70 1.31
F 1.47 0.81 -0.63
C -0.16 1.58 -3.86
N 2.11 0.84 -4.58
O -3.60 -1.88 -3.59
C -6.03 -1.89 -1.20
N -5.44 -0.70 -1.85
F -0.41 0.92 0.97
*
```



4.
# C28H75N5O12PSn3

A structure of composition C28H75N5O12PSn3 in a non-equilibrium geometry (wB97M-V/def2-TZVPD, the OMol25 dataset).

Values from the calculation:
Gap between HOMO and LUMO ... 3.7 eV
Highest occupied orbital energy ... -14.866 eV
ΔE to the lowest compared entry with this formula, charge and spin ... 38.1 kcal/mol

The geometry in ORCA input format:
```
! RIJCOSX wB97M-V def2-TZVPD def2/J DEFGRID3
* xyz 3 1
O 26.84 4.95 15.44
H 30.69 1.21 12.23
H 22.66 3.72 16.13
C 26.14 10.39 20.98
H 24.24 12.63 20.90
Sn 23.82 8.29 16.86
C 26.46 5.25 11.47
H 19.68 6.99 19.33
H 23.10 4.10 20.51
O 30.59 3.14 12.70
O 24.32 5.55 21.39
C 30.38 6.05 12.49
C 20.27 9.57 18.40
H 20.30 6.21 13.40
H 25.50 4.97 13.34
H 24.51 1.07 16.93
N 25.33 5.07 12.34
C 26.16 5.85 10.14
H 29.13 5.39 15.41
H 29.02 1.68 12.41
H 31.53 4.10 14.24
H 25.28 10.08 21.59
H 24.55 3.98 22.63
O 24.84 6.35 14.94
C 31.11 3.55 17.58
H 20.95 7.71 20.28
C 23.93 5.47 19.02
C 26.11 1.66 15.67
H 28.47 8.82 20.41
H 25.32 5.36 9.64
H 21.08 4.22 16.69
H 28.14 6.08 20.27
H 26.21 7.29 19.47
H 24.97 5.80 18.98
H 25.69 0.94 13.61
N 29.69 6.04 14.83
H 26.98 10.60 21.65
H 26.27 7.64 8.41
H 30.10 5.61 11.53
H 19.19 9.53 18.28
O 25.30 2.78 15.28
H 30.07 1.43 13.84
H 27.12 2.05 15.85
H 21.22 3.13 15.32
H 23.76 4.84 18.15
H 27.33 3.45 12.35
C 27.27 3.96 11.39
H 20.66 10.14 17.56
H 25.97 0.07 17.17
Sn 28.06 9.01 16.51
C 26.12 0.62 14.55
N 27.96 9.38 19.74
H 19.64 5.65 14.89
H 28.34 2.35 18.89
C 24.07 4.96 22.67
C 21.71 5.06 14.70
H 25.90 9.63 19.09
C 25.63 8.06 9.18
C 30.02 1.84 12.82
O 30.33 3.07 18.66
C 25.32 12.63 21.09
H 30.67 4.45 17.15
O 27.15 7.32 14.77
H 21.43 5.44 19.87
H 31.46 6.10 12.53
H 28.26 4.11 10.94
C 20.37 5.38 14.12
H 27.03 5.68 9.50
H 29.89 7.04 12.43
H 30.01 3.47 14.73
N 26.97 4.59 18.32
C 29.74 5.21 13.58
C 21.66 4.02 15.79
H 23.05 7.08 20.01
C 20.70 7.37 19.26
H 25.81 3.59 15.44
P 26.26 6.31 15.54
H 32.08 3.82 18.02
H 25.75 13.59 20.83
C 30.51 3.92 13.87
N 23.02 6.61 19.10
H 26.73 7.48 21.18
H 27.11 6.03 11.93
O 25.78 7.22 10.36
H 25.58 -0.28 14.86
H 26.75 3.25 10.73
O 20.91 8.29 18.23
H 21.43 5.73 18.09
H 24.60 8.02 8.84
H 26.91 4.17 17.39
C 28.53 5.08 20.14
H 31.32 2.78 16.83
H 24.64 3.80 20.30
Sn 25.46 8.04 12.73
H 28.73 4.85 13.35
C 26.13 7.89 20.38
C 24.02 4.70 20.33
H 19.88 4.57 13.58
H 29.58 5.07 20.45
H 20.59 9.93 19.38
H 24.83 4.20 12.16
O 25.98 11.63 20.30
O 26.23 6.91 17.02
C 21.61 6.16 19.08
H 24.46 5.58 23.47
H 22.36 4.72 13.89
C 28.94 3.14 18.42
H 25.46 12.40 22.15
H 27.13 0.26 14.32
H 23.36 6.19 14.94
H 27.90 4.44 20.76
C 28.40 4.52 18.74
C 25.60 1.09 17.00
H 25.10 7.83 20.71
H 25.89 9.05 9.53
H 28.81 6.55 14.66
C 26.49 9.30 19.96
O 22.40 6.29 15.07
H 28.81 2.82 17.37
H 28.26 10.34 19.89
H 26.81 5.56 18.07
H 25.94 1.76 17.79
H 28.97 5.20 18.07
H 23.00 4.85 22.82
*
```